1.
Molecular formula: C5H33N2O10
Method: DFT, ωB97M-V/def2-TZVPD

```
50
C5H33N2O10, DFT ωB97M-V/def2-TZVPD
C 2.7640 -0.4128 1.0565
C 2.3415 -0.8058 -0.3809
C 1.0633 -0.1507 -0.8251
C -0.1754 -0.4759 -0.4710
N -1.2268 0.2683 -0.9640
C -2.4496 -0.3177 -1.4275
N 2.2170 0.9771 1.3631
H 2.3243 -1.0878 1.7849
H 3.8462 -0.4015 1.1574
H 3.1498 -0.5719 -1.0748
H 2.2495 -1.8886 -0.4505
H 1.1450 0.7206 -1.4691
H -0.4256 -1.2472 0.2441
H -0.8814 1.0203 -1.5449
H -2.3585 -0.5199 -2.5057
H -2.6950 -1.3226 -1.0774
H -3.3775 0.2532 -1.3707
H 1.2263 0.8266 1.6058
H 2.3212 1.4721 0.4741
H 2.6089 1.4417 2.1729
H -1.1967 3.8227 -1.7936
H -1.4495 4.3514 -0.3264
O -0.7776 4.1743 -0.9869
H -2.1293 -3.1502 2.5115
H -1.1595 -3.0971 3.7166
O -1.2959 -2.7388 2.8358
H -0.0230 -3.3614 1.8708
H 1.4451 -3.8875 1.5622
O 0.8291 -3.1648 1.3982
H -0.6282 2.5580 0.1230
H -0.8013 1.6708 1.1593
O -0.4577 2.5788 1.0682
H -2.4648 -3.7013 0.6162
H -3.7504 -3.0157 1.3152
O -3.1759 -3.7914 1.2994
H 0.3868 0.1403 3.9090
H -0.1480 -0.9948 2.8909
O 0.3852 -0.1924 2.9979
H 1.8599 2.4800 -2.8128
H 1.7447 1.5292 -4.0621
O 1.2923 1.8352 -3.2606
H -0.6848 -2.7512 -0.1759
H -0.4842 -4.3043 -0.3854
O -1.1086 -3.5734 -0.4273
H 1.4726 3.1131 -0.9272
H 2.7452 3.7542 -0.5652
O 2.3963 2.8744 -0.7647
H -0.7105 2.4632 -3.2563
H -2.2263 2.1743 -3.8011
O -1.6682 2.5562 -3.1214
```

As for the spin multiplicity: 1. Its net charge is +1. As for the HOMO-LUMO gap: 8.6 eV.

***

2.
Molecular formula: C5H33NO11
Method: DFT, ωB97M-V/def2-TZVPD

```
50
C5H33NO11, DFT ωB97M-V/def2-TZVPD
C -1.7880 -0.5077 0.6446
C -0.6307 0.6651 0.4311
N 0.5392 0.1730 -0.2351
C 1.8325 0.7057 0.2346
C 2.8038 1.1296 -0.7791
C 2.6436 -0.6302 0.7383
O 2.2648 -1.0892 2.0285
H -1.6491 -1.1093 1.5056
H -2.6820 0.0306 0.6126
H -1.6613 -1.0957 -0.2694
H -1.1817 1.5400 -0.1575
H -0.4530 0.9601 1.5505
H 0.5660 0.3195 -1.2245
H 1.5265 1.4448 0.8918
H 3.0941 0.3978 -1.5387
H 2.4444 1.7745 -1.5790
H 3.6887 1.5258 -0.3996
H 3.6986 -0.1378 0.9647
H 2.6432 -1.4649 0.0828
H 1.2221 -1.1355 2.0829
O -1.2795 0.8449 3.9429
H -0.3009 0.6085 3.8105
H -1.2805 1.6856 3.5433
O -2.7123 1.6207 -2.7003
H -2.3906 2.5009 -2.7794
H -1.9074 1.0424 -2.8952
O -0.4057 3.7373 -0.8587
H 0.5035 3.7912 -1.0960
H -0.3822 4.5332 -0.3906
O -1.0650 -0.4783 -3.9060
H -1.9969 -0.6713 -4.1167
H -0.8624 -0.9668 -3.1157
O -2.3802 -1.4111 3.7913
H -3.2950 -1.0871 3.7880
H -1.7374 -0.7088 3.7418
O 1.4032 0.6001 3.9613
H 2.1019 0.2113 4.5730
H 1.8226 0.3241 3.0958
O 0.8791 1.5077 -3.9604
H 0.4964 0.6634 -4.3161
H 0.6623 2.2299 -4.5200
O 1.3834 -2.5670 -1.2764
H 1.2927 -3.4804 -0.9842
H 0.9279 -1.9755 -0.5473
O -1.9631 -2.7961 -2.3422
H -2.6413 -3.2997 -2.0136
H -2.3629 -1.9345 -2.6138
O -0.1618 -2.4462 1.6644
H -0.9865 -2.6932 2.0905
H -0.2835 -2.8813 0.8448
```

Its structure (SMILES) is CCN[C@H](C)CO.O.O.O.O.O.O.O.O.O.O. As for the spin multiplicity: 1. Its net charge is 0. As for the HOMO-LUMO gap: 8.7 eV.

***

3.
Molecular formula: C5H33NO13
Method: DFT, ωB97M-V/def2-TZVPD

```
52
C5H33NO13, DFT ωB97M-V/def2-TZVPD
O 3.1929 0.1583 -1.8700
C 3.7646 0.5703 -0.8605
C 3.6836 -0.1393 0.4694
C 2.5033 0.0367 1.3447
C 1.8542 1.3887 1.1799
C 0.7668 1.3215 0.4500
N -0.2471 2.2059 0.4758
H 4.2546 1.5416 -1.0410
H 4.6476 -0.0944 1.0920
H 3.7798 -1.1876 0.2784
H 2.5960 -0.1254 2.4376
H 1.8582 -0.8934 1.2590
H 2.3269 2.1742 1.7181
H 0.4276 0.2836 -0.0038
H -0.9959 2.0349 -0.3427
H -0.1212 3.0755 0.8391
H -1.7545 -1.2879 -3.3697
H -1.2771 0.1194 -2.8423
O -1.1079 -0.5379 -3.5527
H -2.9132 0.1132 -1.3934
H -3.2842 1.2360 -2.3606
O -2.4792 0.9297 -1.6970
H -1.6842 3.9281 -1.7782
H -2.9309 3.4311 -1.0701
O -1.9675 3.6319 -1.0216
H 0.6195 -2.4971 2.7298
H 1.6827 -3.4218 2.3395
O 1.1516 -3.1929 3.0808
H 2.1888 -2.4609 -0.0859
H 2.1865 -4.0472 0.0086
O 1.7264 -3.1691 0.3262
H -3.9824 0.4381 1.1336
H -4.8506 -0.6485 1.0964
O -3.9565 -0.4208 1.1086
H 1.6940 -1.1834 -2.4590
H 0.2583 -1.3420 -2.8106
O 0.8913 -1.4357 -2.0946
H 0.9463 0.1431 3.3000
H -0.5040 -0.0693 3.5032
O 0.1479 0.5902 3.7642
H 2.1064 1.2296 -2.6556
H 0.9371 2.0991 -3.1366
O 1.7996 2.1536 -2.6493
H -1.0056 -0.9410 0.5747
H 0.0226 -1.9848 0.0753
O -0.5148 -1.7951 0.9060
H -2.5928 1.1178 2.4779
H -2.3604 2.2715 1.7286
O -3.1578 1.7848 2.0449
H -2.9725 -2.2644 -0.2274
H -4.0705 -2.6473 -1.2684
O -3.2846 -2.2209 -1.1514
```

As for the spin multiplicity: 1. Its net charge is 0. As for the HOMO-LUMO gap: 7.4 eV.

***

4.
Molecular formula: C5H33NO13
Method: DFT, ωB97M-V/def2-TZVPD

```
52
C5H33NO13, DFT ωB97M-V/def2-TZVPD
C 1.8504 0.9767 -0.3224
C 0.9672 0.2008 -1.2929
O 1.4216 0.3959 -2.6492
C -0.5081 0.5924 -1.2262
C -1.3271 0.6786 0.0310
N -1.2151 -0.4046 0.9867
C -2.0212 -1.4856 1.0077
O -1.8854 -2.4031 1.8089
H 2.0469 2.0072 -0.6221
H 2.7396 0.3690 -0.1838
H 1.3416 1.2052 0.6229
H 1.2128 -0.8604 -1.2201
H 1.1097 1.2374 -3.0049
H -0.5334 1.5598 -1.7479
H -1.0868 0.0576 -1.9935
H -2.3416 0.7468 -0.3672
H -1.1284 1.6004 0.5924
H -0.4356 -0.4295 1.6412
H -2.8861 -1.4125 0.3342
O 1.1516 -1.3060 2.2513
H 0.9755 -2.1710 1.8077
H 1.6099 -0.7584 1.6038
O 1.0836 1.7699 3.1590
H 0.3824 1.3499 2.6462
H 0.6839 1.5551 4.0237
O -2.1600 3.6705 -0.5676
H -2.2275 4.2199 -1.3582
H -2.2394 4.3305 0.1353
O -0.3300 3.8730 2.2388
H 0.4078 4.3898 1.8913
H 0.1931 3.1585 2.6941
O 0.5219 -3.7240 1.1841
H -0.4212 -3.6364 1.4167
H 0.8880 -4.2298 1.9189
O -3.0419 -1.4315 -3.1822
H -2.5987 -1.9558 -2.4988
H -2.3068 -1.2524 -3.7786
O -1.1190 -2.8760 -1.7107
H -1.2910 -3.8082 -1.8640
H -0.4684 -2.4992 -2.3397
O 3.6475 -2.3424 -0.2968
H 4.0537 -2.3681 0.5720
H 2.9828 -3.0384 -0.2443
O 0.3774 3.6769 -1.6952
H 0.6004 4.5391 -1.3254
H 0.0740 3.1632 -0.9397
O 0.4133 -1.8311 -3.7659
H 1.2039 -2.3519 -3.6135
H 0.5988 -0.8698 -3.7205
O -0.2790 -0.2430 4.4547
H 0.3692 -0.9581 4.4274
H -1.0568 -0.6767 4.0814
```

Its structure (SMILES) is C[C@H](O)CCNC=O.O.O.O.O.O.O.O.O.O.O.O. As for the spin multiplicity: 1. Its net charge is 0. As for the HOMO-LUMO gap: 10.0 eV.

***

5.
Molecular formula: C5H34NO14
Method: DFT, ωB97M-V/def2-TZVPD

```
54
C5H34NO14, DFT ωB97M-V/def2-TZVPD
C 2.4756 1.7686 1.0506
N 1.3658 0.8921 0.6565
C 1.5449 0.4694 -0.7350
C -0.2412 2.0991 2.1699
C 0.0170 1.5402 0.7800
C -0.1440 2.7173 -0.2535
O 0.7093 3.6111 -0.1703
O -1.1360 2.7057 -1.0615
H 2.4350 2.0071 2.1127
H 2.4431 2.7403 0.5524
H 3.4215 1.2782 0.8003
H 2.4895 -0.0629 -0.8440
H 1.5193 1.2719 -1.4730
H 0.7514 -0.2304 -1.0110
H -1.3119 2.2726 2.3016
H 0.0413 1.4030 2.9628
H 0.2728 3.0488 2.3135
H -0.7416 0.7853 0.5436
H 1.4011 -2.7668 1.5342
H 0.0563 -3.3927 1.0633
O 1.0265 -3.5772 1.1020
H 0.3169 -0.8993 3.4508
H -0.5718 -1.6636 4.4251
O -0.3960 -0.7524 4.1177
H -3.1043 -0.1358 2.3110
H -3.2143 -0.8468 0.9464
O -3.6371 -0.1401 1.4903
H -1.6772 -1.8745 -0.6113
H -1.2166 -1.3417 0.7839
O -1.8360 -1.9332 0.3638
H 1.7636 -5.0758 0.2543
H 2.0432 -5.3352 -1.1823
O 2.1429 -5.7819 -0.3381
H 1.4693 -0.3344 1.5517
H 2.3994 -1.0330 2.7232
O 1.5520 -1.1540 2.2968
H -1.6007 1.3853 -2.2424
H -2.9379 0.7253 -2.0329
O -2.1366 0.6302 -2.6056
H 2.7681 -2.2303 -1.9563
H 3.4768 -1.7022 -3.2218
O 3.5499 -1.7063 -2.2622
H -3.6604 1.0622 0.2515
H -2.8123 2.1447 -0.5836
O -3.6333 1.5921 -0.5684
H 0.4381 -2.5438 -1.8512
H 1.2320 -3.2468 -0.6391
O 1.2482 -3.0652 -1.6137
H 0.2484 4.9711 -1.4440
H -1.0048 4.3904 -1.9487
O -0.4461 5.1717 -2.0882
H -1.7190 -2.1961 -2.8081
H -1.4756 -0.7146 -2.3524
O -1.1863 -1.6868 -2.1776
```

As for the spin multiplicity: 1. Its net charge is -1. As for the HOMO-LUMO gap: 8.7 eV.

***

6.
Molecular formula: C5H34O13Y
Method: DFT, ωB97M-V/def2-TZVPD

```
53
C5H34O13Y, DFT ωB97M-V/def2-TZVPD
Y 4.7758 -6.4872 12.7791
C 1.8498 -2.6977 12.4058
C 3.1514 -3.4577 12.6562
O 3.0747 -4.8236 13.0575
H 1.3133 -2.4305 13.3162
H 1.2770 -3.2735 11.6789
H 2.0455 -1.8122 11.8011
H 3.7005 -2.9905 13.4737
H 3.7764 -3.5683 11.7701
O 6.4708 -5.1938 13.5931
H 6.3252 -4.4915 12.9298
O 4.1872 -2.3844 16.4913
H 4.6227 -2.2741 17.3366
H 4.0974 -3.3319 16.3895
O 3.6176 0.0341 12.8980
H 3.2157 -0.5891 13.5032
H 2.8786 0.4347 12.4402
O 5.8198 -5.2744 10.8497
H 5.6192 -5.4052 9.9230
H 6.5104 -4.6117 10.8546
O 0.7278 -6.4152 12.2709
H 1.3900 -7.0771 12.4697
H 1.0972 -5.5980 12.6057
O -0.6177 -5.0691 10.3016
H -0.0336 -5.6647 10.7710
H -1.4842 -5.2438 10.6689
O 0.2279 0.5787 15.1812
H 0.0968 -0.3593 15.0427
H 1.1786 0.6876 15.2024
O 0.3106 -3.3078 8.7779
H 1.2533 -3.4701 8.8117
H -0.0741 -4.0208 9.2877
O 3.4803 -4.9965 15.9122
H 3.1510 -5.8952 15.8998
H 3.2559 -4.6467 15.0499
O 1.2380 0.8749 11.9175
H 0.5511 1.4751 12.2075
H 0.7798 0.2255 11.3841
O -0.3932 -1.0349 10.5070
H -1.0786 -1.5034 10.9834
H 0.1447 -1.7255 10.1197
C 3.3877 0.8230 8.9043
C 3.3173 -0.7113 9.0719
C 2.6998 -1.4949 7.8827
O 4.5976 -1.3171 9.1919
H 3.7905 1.2868 9.8047
H 2.3890 1.2438 8.7875
H 3.9162 1.1152 7.9969
H 2.7137 -0.9251 9.9540
H 1.6745 -1.2150 7.6409
H 2.7795 -2.5766 7.9902
H 3.2706 -1.2511 6.9866
H 5.0092 -0.9024 9.9536
```

Its expectation value of S² is 0.754. As for the spin multiplicity: 2. Its net charge is +2. As for the HOMO-LUMO gap (alpha / beta): 6.5 / 3.1 eV.

***

7.
Molecular formula: C5H34O15
Method: DFT, ωB97M-V/def2-TZVPD

```
54
C5H34O15, DFT ωB97M-V/def2-TZVPD
O 0.4340 4.5444 -0.3749
C -0.2265 4.1454 0.5593
C -0.0107 2.8195 1.2226
C 0.4265 1.7469 0.2231
C 0.3642 0.3466 0.8222
C 1.4926 0.1009 1.7796
O 1.3930 -0.7123 2.6977
H -1.0184 4.8026 0.9689
H 0.7430 2.9438 2.0095
H -0.9248 2.4985 1.7265
H -0.2165 1.7975 -0.6556
H 1.4336 1.9356 -0.1178
H -0.5908 0.1680 1.3110
H 0.4478 -0.3903 0.0319
H 2.3789 0.7335 1.7345
H 1.7941 3.8962 -1.5102
H 3.3215 4.0248 -1.6451
O 2.5620 3.5367 -1.9812
H 0.7689 -2.4158 2.5199
H 0.4956 -3.5967 3.4534
O 0.3701 -3.3119 2.5411
H -2.1418 -1.2657 -0.9964
H -2.9456 -1.1201 0.3336
O -2.8809 -0.7637 -0.5780
H -0.0214 -2.3243 -1.6163
H -0.5117 -1.1106 -2.5336
O -0.8113 -1.8733 -1.9825
H -0.2384 -0.9614 3.5015
H -1.3075 -0.2130 4.3818
O -1.1298 -1.0323 3.9175
H -0.7968 0.9220 -3.1934
H 0.0825 0.4550 -4.3713
O 0.0254 0.4009 -3.3988
H -3.8988 2.0145 -0.1311
H -2.8150 0.9115 -0.1882
O -2.9501 1.8941 -0.1850
H -2.3114 -1.4080 2.6583
H -3.2312 -2.5620 2.1299
O -3.0341 -1.6281 2.0271
H -2.8245 0.5312 -2.7702
H -2.5450 1.7885 -1.9644
O -2.4240 1.4067 -2.8664
H 2.8884 -0.0801 -0.7555
H 2.5341 -1.5355 -0.3371
O 2.9119 -0.6960 0.0067
H 2.1745 -3.2800 -1.8945
H 1.5401 -3.7024 -0.5597
O 1.6410 -2.9276 -1.1716
H 2.6593 1.7912 -2.1580
H 1.6859 0.6949 -2.6301
O 2.5688 0.8224 -2.2189
H 0.9578 -4.3785 1.3300
H 0.4696 -5.4560 0.3404
O 1.2414 -4.9283 0.5581
```

As for the spin multiplicity: 1. Its net charge is 0. As for the HOMO-LUMO gap: 10.7 eV.

***

8.
Molecular formula: C5H35N2O11
Method: DFT, ωB97M-V/def2-TZVPD

```
53
C5H35N2O11, DFT ωB97M-V/def2-TZVPD
C -0.0276 -4.9504 -2.2614
C 0.7647 -3.6367 -2.1805
C 0.8012 -3.0501 -0.7645
C -0.3920 -2.1815 -0.4307
N 0.4409 0.4623 0.3245
C 0.1773 0.1732 -0.9132
N -0.3240 -0.9732 -1.2982
H -1.0032 -4.8534 -1.7796
H -0.1681 -5.1690 -3.3195
H 0.4441 -5.7878 -1.7462
H 1.7685 -3.8148 -2.5727
H 0.3116 -2.9729 -2.9201
H 0.8779 -3.9352 -0.1261
H 1.7809 -2.6395 -0.4986
H -0.3779 -1.8460 0.6037
H -1.3656 -2.6588 -0.5256
H 0.2575 -0.1044 1.1367
H 0.7952 1.3559 0.6455
H 0.3815 0.9365 -1.6334
H -0.6399 -1.2263 -2.2216
H -2.1315 1.6776 0.5694
H -1.5204 2.7041 1.7132
O -1.7726 1.7978 1.4491
H 0.3985 3.5224 1.7055
H -0.1933 4.6669 2.4196
O -0.3570 4.1328 1.6265
H 3.1788 -0.5550 0.2647
H 4.6713 -0.1580 -0.0096
O 3.7567 -0.0001 -0.2625
H 3.3960 -0.9858 3.3505
H 4.7163 -1.4411 3.0390
O 4.1345 -0.7107 2.7847
H -0.3604 3.8962 -1.8325
H -1.0688 3.8709 -0.4944
O -0.4550 3.3630 -1.0350
H 2.8266 2.5529 0.8724
H 2.1314 3.5276 -0.0131
O 1.9421 2.9164 0.7094
H -1.9783 -1.8865 3.5977
H -2.5812 -0.5831 3.0835
O -1.9948 -1.3036 2.8350
H -1.8714 -0.1765 -3.8914
H -2.4765 -1.6477 -4.1170
O -1.6837 -1.1091 -4.0667
H 0.6642 0.8344 3.4629
H 0.2933 -0.6307 3.3614
O 0.8274 0.0480 2.9319
H -4.7972 0.7846 2.2379
H -3.2886 1.0425 2.1636
O -4.0067 0.7921 2.7833
H -1.6023 2.0507 -2.6961
H -1.6707 2.2661 -4.2740
O -1.3167 1.7332 -3.5590
```

As for the spin multiplicity: 1. Its net charge is +1. As for the HOMO-LUMO gap: 10.6 eV.

***

9.
Molecular formula: C5H35N2O11
Method: DFT, ωB97M-V/def2-TZVPD

```
53
C5H35N2O11, DFT ωB97M-V/def2-TZVPD
N 0.6339 -0.2214 -0.1568
C 0.7645 -0.2492 1.3550
C 2.2671 -0.2757 1.7665
C 2.9574 -1.6512 1.5316
O 2.9798 0.6292 0.9433
C -0.0574 -1.4582 1.8097
N -1.4481 -1.2696 1.3315
C -2.3158 -2.2989 1.9911
H 0.9908 -1.0905 -0.5530
H 1.0479 0.6024 -0.5943
H -0.3497 -0.3301 -0.4188
H 0.3093 0.7037 1.6327
H 2.2617 0.0221 2.8173
H 3.4387 -1.6174 0.5683
H 2.2566 -2.4680 1.5722
H 3.6939 -1.7200 2.3276
H 2.4990 1.4482 0.7948
H -0.0634 -1.6099 2.8896
H 0.3396 -2.2980 1.2426
H -1.8342 -0.3834 1.6191
H -1.7799 -3.1597 2.3518
H -2.9242 -1.7852 2.7318
H -3.0171 -2.7291 1.2692
H -2.3901 -0.1464 -1.8470
H -1.1175 0.1678 -2.6986
O -1.7939 0.5737 -2.1548
H -2.8070 1.9594 0.0374
H -4.2182 1.4794 0.6727
O -3.2708 1.3487 0.6589
H -1.2134 -2.5991 -2.1307
H 0.2636 -2.1740 -2.3898
O -0.5910 -1.8861 -2.0091
H 2.4708 -1.4545 -2.9610
H 2.0489 -2.0152 -4.2792
O 1.8070 -2.0682 -3.3472
H 3.6426 -0.5275 -1.1331
H 3.1489 0.6767 -2.0144
O 3.3143 -0.2711 -1.9817
H 1.1242 3.8932 0.5141
H 0.2424 2.9166 1.3536
O 0.9340 2.9584 0.6429
H -3.4488 -0.6979 -0.2259
H -2.5590 -1.8516 -0.6282
O -3.2806 -1.3055 -0.9577
H -1.2838 3.4734 -1.2024
H -2.0117 2.1176 -1.7006
O -2.0666 2.9304 -1.1250
H -1.6562 3.5354 2.4239
H -2.1175 2.3711 1.4932
O -1.3575 2.7751 1.9347
H 1.5468 2.7225 -1.3200
H 2.3873 2.2953 -2.4697
O 1.6025 2.0125 -1.9784
```

As for the spin multiplicity: 1. Its net charge is +1. As for the HOMO-LUMO gap: 10.1 eV.

***

| no. | M (g/mol) |
| --- | --- |
| 1 | 281.3 |
| 2 | 283.3 |
| 3 | 315.3 |
| 4 | 315.3 |
| 5 | 332.3 |
| 6 | 391.2 |
| 7 | 334.3 |
| 8 | 299.3 |
| 9 | 299.3 |